[1]
# C22H24N4O6

C22H24N4O6 in the gas phase in a non-equilibrium geometry (wB97M-V/def2-TZVPD, the Open Molecules 2025 dataset).

Last column: Löwdin charge in e.
Cartesian coordinates (Å):
C (0.9210, -0.7667, -4.7861)  -0.067
O (1.3995, -0.6241, -3.4632)  -0.081
C (0.7533, 0.1562, -2.5529)  -0.191
C (1.4108, 0.2434, -1.3260)  0.051
C (0.8803, 0.9990, -0.2966)  -0.162
C (1.5099, 1.0522, 1.0030)  -0.296
N (2.4604, 0.2509, 1.4131)  0.147
O (2.6773, 0.5930, 2.7171)  0.034
C (1.8316, 1.5977, 2.9976)  -0.354
C (1.7940, 2.1552, 4.3688)  -0.095
C (0.4040, 1.9927, 4.9970)  -0.171
C (-0.0612, 0.5322, 5.0156)  -0.092
C (-0.6488, 0.1527, 3.6599)  -0.482
O (-1.5769, 0.7629, 3.1817)  0.074
N (-0.0463, -0.9222, 3.0732)  0.145
C (-0.2495, -1.4299, 1.7860)  -0.223
C (0.6802, -2.3501, 1.3025)  -0.024
C (0.5804, -2.8387, 0.0187)  -0.024
C (-0.4604, -2.4274, -0.8105)  -0.151
C (-0.6050, -2.8852, -2.2171)  -0.502
N (0.5087, -3.4179, -2.7832)  0.179
O (-1.6565, -2.8122, -2.8274)  0.044
C (-1.4161, -1.5527, -0.3019)  0.001
C (-1.3179, -1.0505, 0.9790)  0.007
N (1.1017, 1.9213, 1.9816)  0.233
C (-0.3135, 1.6926, -0.4745)  0.029
C (-0.9822, 1.6090, -1.6817)  -0.188
O (-2.1529, 2.2541, -1.9387)  -0.085
C (-2.7188, 3.0434, -0.9181)  -0.066
C (-0.4619, 0.8286, -2.7390)  -0.128
O (-1.1115, 0.7826, -3.9508)  -0.103
C (-2.4095, 0.2027, -3.9537)  -0.048
H (0.8036, 0.1999, -5.2773)  0.100
H (-0.0295, -1.3038, -4.8175)  0.086
H (1.6881, -1.3478, -5.3000)  0.094
H (2.3362, -0.2905, -1.1900)  0.130
H (2.5503, 1.6410, 4.9652)  0.126
H (2.0421, 3.2172, 4.3234)  0.128
H (-0.3215, 2.5736, 4.4258)  0.117
H (0.4409, 2.3833, 6.0147)  0.114
H (-0.8678, 0.4303, 5.7448)  0.126
H (0.7557, -0.1299, 5.3073)  0.116
H (0.7498, -1.3260, 3.5495)  0.140
H (1.4981, -2.6657, 1.9346)  0.115
H (1.3086, -3.5586, -0.3227)  0.112
H (1.4183, -3.2032, -2.4151)  0.095
H (0.4547, -3.6450, -3.7636)  0.112
H (-2.2400, -1.2649, -0.9368)  0.123
H (-2.0511, -0.3583, 1.3554)  0.105
H (-0.6923, 2.2692, 0.3513)  0.107
H (-2.0588, 3.8705, -0.6410)  0.100
H (-3.6414, 3.4424, -1.3375)  0.096
H (-2.9484, 2.4480, -0.0297)  0.098
H (-2.7366, 0.2407, -4.9912)  0.096
H (-3.1041, 0.7672, -3.3308)  0.085
H (-2.3723, -0.8385, -3.6182)  0.071

As for the energy above the lowest of the compared OMol25 structures with the same formula, charge and spin: 220.36 kJ/mol. Its net charge is 0. Its total energy is -1523.2104 Eh. The structure (SMILES) is COc1cc(-c2noc(CCCC(=O)Nc3ccc(C(N)=O)cc3)n2)cc(OC)c1OC. Its HOMO-LUMO gap is 8.69 eV. The value obtained for the HOMO energy is -0.29893 Ha. As for the LUMO energy: 0.6 eV.

[2]
# C3H6N2S

C3H6N2S in the gas phase in a non-equilibrium geometry (wB97M-V/def2-TZVPD, the Open Molecules 2025 dataset).

Last column: Löwdin charge in e.
Cartesian coordinates (Å):
C (1.7066, 1.2165, -0.0715)  0.031
C (0.4834, 0.7258, 0.1860)  -0.164
C (0.3717, -0.7194, 0.0394)  -0.857
S (1.5138, -1.9214, 0.0464)  0.620
N (-0.9218, -1.1369, 0.0432)  -0.238
N (-2.1484, -0.5617, -0.0503)  -0.042
H (2.6804, 0.7476, -0.0505)  0.060
H (1.9381, 2.2439, -0.0705)  0.045
H (-0.4352, 1.3476, 0.1942)  0.095
H (-0.8370, -2.0989, -0.4628)  0.133
H (-1.7984, 0.3488, -0.7613)  0.165
H (-2.5532, -0.1919, 0.9577)  0.151

As for the energy above the lowest of the compared OMol25 structures with the same formula, charge and spin: 375.95 kJ/mol. Its net charge is 0. Its total energy is -625.4788 Eh. The structure (SMILES) is C=CC(=S)NN. Its HOMO-LUMO gap is 8.10 eV. The value obtained for the HOMO energy is -0.30864 Ha. As for the LUMO energy: -0.3 eV.

[3]
# C29H24IrN5S

A molecular structure, C29H24IrN5S (wB97M-V/def2-TZVPD, the Open Molecules 2025 dataset).

Last column: Löwdin charge in e.
Cartesian coordinates (Å):
Ir (-0.7573, 0.3869, -1.2394)  1.331
C (4.5720, -1.0546, -0.8763)  -0.034
C (3.5020, -1.6237, -0.1961)  -0.052
C (2.2072, -1.3872, -0.6178)  -0.025
C (1.9850, -0.6119, -1.7526)  -0.282
C (3.0597, -0.0436, -2.4440)  -0.009
C (4.3484, -0.2565, -1.9934)  -0.038
N (0.6550, -0.4106, -2.2013)  -0.101
C (0.4316, -0.4996, -3.6044)  -0.217
C (1.1250, -1.3338, -4.4690)  0.014
C (0.7881, -1.3064, -5.8146)  -0.013
C (-0.2066, -0.4576, -6.3043)  -0.024
C (-0.9116, 0.3701, -5.4486)  0.027
C (-0.5896, 0.3192, -4.1026)  -0.187
N (-1.1932, 1.0443, -3.0622)  -0.135
N (-2.0195, 1.9542, -3.2810)  0.158
C (-2.4436, 2.5409, -2.0854)  -0.284
C (-3.2897, 3.6322, -2.1382)  0.042
C (-3.6451, 4.2518, -0.9534)  0.005
C (-3.1323, 3.7600, 0.2387)  -0.001
C (-2.2949, 2.6614, 0.2178)  -0.092
N (-1.9565, 2.0390, -0.9195)  -0.068
H (5.5841, -1.2347, -0.5393)  0.120
H (3.6751, -2.2581, 0.6622)  0.110
H (1.3709, -1.8374, -0.1015)  0.095
H (2.8799, 0.5806, -3.3097)  0.130
H (5.1811, 0.1940, -2.5158)  0.121
H (1.8957, -1.9973, -4.1028)  0.134
H (1.3144, -1.9580, -6.4988)  0.127
H (-0.4336, -0.4509, -7.3612)  0.125
H (-1.6928, 1.0285, -5.8022)  0.128
H (-3.6345, 3.9726, -3.1043)  0.136
H (-4.3048, 5.1085, -0.9581)  0.133
H (-3.3823, 4.2171, 1.1853)  0.129
H (-1.8880, 2.2550, 1.1306)  0.074
N (-0.8160, -0.4610, 0.5779)  -0.498
S (-0.4909, 0.2619, 2.0032)  1.077
C (-1.7053, -0.3722, 3.1438)  -0.405
C (-1.4558, -0.2347, 4.5054)  -0.071
C (-2.4275, -0.6471, 5.4014)  -0.039
C (-3.6241, -1.1828, 4.9378)  -0.040
C (-3.8592, -1.3021, 3.5769)  -0.047
C (-2.8990, -0.8868, 2.6621)  -0.078
C (1.0177, -0.4172, 2.6336)  -0.430
C (1.0964, -1.7517, 3.0204)  -0.072
C (2.3047, -2.2298, 3.4959)  -0.044
C (3.4045, -1.3790, 3.5875)  -0.045
C (3.3104, -0.0529, 3.1938)  -0.047
C (2.1063, 0.4401, 2.7072)  -0.071
H (-0.8778, -1.4711, 0.6711)  0.036
H (-0.5191, 0.1732, 4.8642)  0.122
H (-2.2483, -0.5539, 6.4637)  0.122
H (-4.3760, -1.5074, 5.6443)  0.122
H (-4.7914, -1.7178, 3.2197)  0.120
H (-3.0832, -0.9663, 1.5992)  0.102
H (0.2268, -2.3972, 2.9831)  0.126
H (2.3872, -3.2604, 3.8142)  0.123
H (4.3399, -1.7570, 3.9787)  0.122
H (4.1658, 0.6037, 3.2752)  0.122
H (2.0148, 1.4753, 2.4029)  0.117

As for the energy above the lowest of the compared OMol25 structures with the same formula, charge and spin: 0.00 kJ/mol. Its net charge is +2. Its total energy is -1895.2310 Eh. Its HOMO-LUMO gap (alpha / beta) is 6.55 / 6.54 eV. The value obtained for the HOMO energy (alpha / beta) is -0.52349 / -0.52357 Ha. As for the LUMO energy (alpha / beta): -7.7 / -7.7 eV.

[4]
# C28H43AlBr4CaCl3F17IO5P

A molecular structure, C28H43AlBr4CaCl3F17IO5P in a non-equilibrium geometry (wB97M-V/def2-TZVPD, the Open Molecules 2025 dataset).

Last column: Löwdin charge in e.
Cartesian coordinates (Å):
C (-0.3501, -5.5610, 1.2017)  -0.105
C (0.1308, -4.4784, 0.0212)  -0.481
C (-1.2722, -3.7674, -0.4952)  -0.663
I (-1.3962, -4.5176, -2.6075)  0.872
C (-1.1969, -2.1373, -0.6685)  -0.380
P (-0.4744, -1.2508, 0.8968)  0.591
O (1.2174, -0.9559, 0.4388)  -0.490
Cl (-0.3934, -2.4043, 2.6314)  0.196
C (-2.7257, -1.4605, -0.7921)  -0.253
F (-2.4091, 0.0224, -0.8064)  -0.084
F (-3.2696, -1.6840, -2.1862)  -0.041
C (-3.7609, -1.7175, 0.3979)  -0.129
F (-3.3732, -2.5516, 1.5411)  0.006
F (-4.0674, -0.3668, 1.0169)  0.017
C (-5.2811, -2.2461, -0.0579)  -0.058
F (-6.1070, -2.1039, 1.2014)  0.016
F (-5.9367, -1.3023, -1.0337)  0.057
C (-5.3739, -3.8126, -0.4778)  -0.146
F (-6.8449, -4.0936, -0.6942)  0.040
F (-4.7156, -4.1906, -1.7481)  0.007
F (-4.9475, -4.7954, 0.5462)  0.049
H (0.4482, -5.6965, 2.0510)  0.094
H (-0.6559, -6.6016, 0.7163)  0.118
H (-1.3496, -5.1645, 1.7182)  0.105
H (0.6608, -5.1342, -0.7981)  -0.121
H (0.9309, -3.7287, 0.4269)  0.045
H (-2.2409, -4.1897, -0.0119)  0.079
H (1.2729, -1.1517, -0.5489)  0.032
Ca (2.2551, -4.8863, -0.8106)  1.576
C (-0.5464, 2.7163, -2.0903)  -0.998
Cl (0.0612, 1.1401, -2.6111)  0.530
Cl (0.2141, 4.0247, -3.0039)  0.512
H (-1.6268, 2.7517, -2.2504)  0.042
H (-0.3264, 2.8493, -1.0282)  0.037
O (4.6411, -2.6178, -1.5319)  -0.460
H (5.2692, -2.1541, -1.0088)  -0.280
Al (6.4551, -3.3693, -0.8036)  0.855
C (3.1809, 0.2979, 3.0507)  -1.552
Br (1.2456, 0.1727, 3.2028)  0.631
Br (3.8740, 1.8916, 3.9249)  0.596
Br (4.0626, -1.3164, 3.6837)  0.546
H (3.4125, 0.3917, 1.9846)  -0.030
C (0.0853, 3.1491, 8.0335)  -0.025
C (0.8757, 1.9315, 7.6349)  -0.489
O (1.7213, 1.4456, 8.3845)  0.057
C (0.5915, 1.3314, 6.2840)  -0.086
H (0.3964, 3.4727, 9.0325)  0.088
H (0.2743, 3.9620, 7.3278)  0.085
H (-0.9803, 2.9080, 8.0600)  0.088
H (0.8030, 2.0634, 5.5004)  0.050
H (-0.4516, 1.0093, 6.2325)  0.089
H (1.2357, 0.4589, 6.1318)  0.053
C (4.1503, 6.4235, -5.7724)  -0.139
C (3.0394, 6.3542, -4.7566)  -0.139
C (3.5465, 5.2931, -3.8044)  -0.216
O (4.9787, 5.3687, -3.8216)  -0.034
C (5.3777, 6.2075, -4.9145)  -0.136
H (4.1792, 7.3638, -6.3287)  0.139
H (4.0475, 5.6021, -6.4914)  0.126
H (2.9539, 7.3145, -4.2345)  0.136
H (2.0646, 6.1108, -5.1867)  0.136
H (3.2608, 4.2900, -4.1385)  0.151
H (3.1824, 5.4377, -2.7832)  -0.129
H (5.7398, 7.1525, -4.4952)  0.145
H (6.1957, 5.7332, -5.4638)  0.144
C (-6.7596, -2.1196, 7.1510)  -0.054
C (-7.7214, -0.9232, 7.0899)  -0.431
C (-9.1976, -1.2917, 7.0004)  -0.291
F (-9.4847, -1.9941, 5.8815)  0.086
F (-9.9691, -0.1720, 6.9533)  0.094
F (-7.3522, -0.1043, 6.0688)  0.123
F (-7.5322, -0.1945, 8.2353)  0.103
O (-6.1456, -2.4941, 5.9151)  0.028
C (-6.9157, -3.3662, 5.0888)  -0.472
C (-7.2949, -2.7314, 3.7466)  -0.278
F (-8.0330, -1.6043, 3.9176)  0.096
F (-8.0515, -3.5788, 2.9989)  0.099
F (-7.9886, -3.8116, 5.7854)  0.125
F (-6.1308, -4.4586, 4.8757)  0.131
H (-5.9198, -1.8108, 7.7863)  0.150
H (-7.1922, -2.9813, 7.6733)  0.148
H (-9.5151, -1.8743, 7.8695)  0.176
H (-6.4037, -2.4669, 3.1711)  0.146
Br (3.0309, 6.2021, -1.0754)  0.548
C (3.2745, 1.1643, -4.8558)  -0.115
C (4.7330, 1.5810, -4.7324)  -0.270
C (5.3537, 1.9970, -6.0700)  -0.228
C (5.4108, 0.8968, -7.1335)  -0.220
C (6.1642, -0.3706, -6.7230)  -0.273
C (7.6339, -0.1223, -6.4239)  -0.112
H (3.1585, 0.2878, -5.4998)  0.073
H (2.8730, 0.9075, -3.8705)  0.044
H (2.6705, 1.9793, -5.2668)  0.071
H (5.3100, 0.7705, -4.2767)  0.100
H (4.7951, 2.4303, -4.0403)  0.087
H (6.3658, 2.3774, -5.8817)  0.103
H (4.7874, 2.8446, -6.4756)  0.099
H (5.8781, 1.3126, -8.0361)  0.117
H (4.3913, 0.6196, -7.4263)  0.104
H (6.0933, -1.0978, -7.5404)  0.110
H (5.6862, -0.8374, -5.8546)  0.093
H (8.1419, 0.3005, -7.2958)  0.082
H (8.1306, -1.0624, -6.1657)  0.071
H (7.7665, 0.5626, -5.5818)  0.064

Its net charge is +2. Its total energy is -16401.2000 Eh. Its HOMO-LUMO gap is 1.55 eV. The value obtained for the HOMO energy is -0.43454 Ha. As for the LUMO energy: -10.3 eV.

[5]
# C13H19InN4O5

A molecular structure, C13H19InN4O5 in a non-equilibrium geometry (wB97M-V/def2-TZVPD, the Open Molecules 2025 dataset).

Last column: Löwdin charge in e.
Cartesian coordinates (Å):
In (0.1649, 0.1839, 0.2181)  1.355
C (-2.2068, -1.0450, -3.0375)  0.028
C (-2.0064, -1.8675, -1.8297)  -0.328
N (-1.2789, -1.5259, -0.7785)  0.075
C (-1.3492, -2.5443, 0.1298)  -0.115
C (-2.1478, -3.5428, -0.3886)  -0.014
N (-2.5438, -3.0837, -1.6261)  0.204
C (-2.5098, -4.8446, 0.2893)  -0.450
O (-3.2894, -5.6857, -0.3651)  0.178
O (-2.0956, -5.0776, 1.3819)  0.195
C (-0.6366, -2.4363, 1.4286)  -0.544
O (-0.6463, -3.2608, 2.2994)  0.194
O (0.0459, -1.3455, 1.6216)  -0.085
H (-1.8669, -0.0303, -2.8414)  0.064
H (-3.2575, -1.0192, -3.3197)  0.106
H (-1.6473, -1.4559, -3.8791)  0.107
H (-3.1364, -3.5579, -2.2948)  0.188
H (-3.5876, -5.4613, -1.2537)  0.119
C (3.4291, 0.0835, 0.7746)  -0.046
C (3.0062, 1.0631, 1.8488)  -0.231
O (1.5903, 1.0397, 1.9922)  -0.270
C (1.0845, 1.9704, 2.9425)  -0.236
C (-0.4295, 1.9611, 2.9312)  -0.044
H (4.5142, 0.0832, 0.6815)  0.110
H (3.0017, 0.3762, -0.1955)  0.063
H (3.0944, -0.9224, 1.0307)  0.093
H (3.3492, 2.0807, 1.6139)  0.137
H (3.4449, 0.7593, 2.8100)  0.153
H (1.4752, 2.9763, 2.7336)  0.134
H (1.4389, 1.6613, 3.9362)  0.154
H (-0.8018, 2.2166, 1.9269)  0.065
H (-0.8078, 2.7075, 3.6285)  0.111
H (-0.8075, 0.9790, 3.2170)  0.092
N (0.7606, 3.4558, -2.8694)  0.125
C (1.2194, 4.0496, -1.7348)  -0.014
C (1.0444, 3.1392, -0.7345)  -0.110
N (0.4887, 2.0146, -1.2648)  -0.022
C (0.3299, 2.2301, -2.5602)  -0.127
H (0.7520, 3.8864, -3.7870)  0.193
H (1.6241, 5.0431, -1.7207)  0.144
H (1.2679, 3.2180, 0.3113)  0.106
H (-0.0736, 1.5280, -3.2666)  0.140

Its net charge is +2. Its total energy is -1291.5710 Eh. Its HOMO-LUMO gap is 6.17 eV. The value obtained for the HOMO energy is -0.55273 Ha. As for the LUMO energy: -8.9 eV.